Record 1
A 3-piece molecular cluster, C16H34NO7 overall. Source: the OMol25 dataset; level of theory: ωB97M-V with the def2-TZVPD basis set.

Cartesian coordinates (Å):
C (-1.6927, 1.4440, 2.3148)
C (-0.7607, 0.3065, 2.0008)
O (-0.1711, -0.3435, 2.7990)
O (-0.6412, -0.0263, 0.6438)
C (-0.2238, 0.9492, -0.2394)
O (-0.8858, 1.9003, -0.5164)
C (1.1534, 0.6618, -0.7898)
C (2.1796, 1.7722, -0.5385)
C (1.7788, 3.2186, -0.8744)
C (1.3699, 3.8683, 0.4441)
N (2.0403, 3.0408, 1.5390)
C (2.7333, 1.8556, 0.8865)
H (-1.8263, 1.4802, 3.3922)
H (-1.3102, 2.4028, 1.9582)
H (-2.6516, 1.2886, 1.8241)
H (1.0547, 0.5374, -1.8713)
H (1.5245, -0.2807, -0.3938)
H (3.0288, 1.5235, -1.1750)
H (0.9367, 3.2883, -1.5595)
H (2.6252, 3.7335, -1.3261)
H (0.2985, 3.7494, 0.5894)
H (1.6391, 4.9151, 0.5454)
H (2.6705, 3.6013, 2.1105)
H (1.3194, 2.6968, 2.1734)
H (2.5733, 0.9768, 1.5100)
H (3.7995, 2.0710, 0.8734)
C (-3.3063, -5.0239, 5.4022)
O (-2.2378, -4.3591, 4.7506)
C (-2.6547, -3.4008, 3.7990)
C (-2.5612, -1.9905, 4.3415)
O (-3.4651, -1.7591, 5.4050)
C (-2.8679, -1.8289, 6.6873)
H (-2.8767, -5.5919, 6.2249)
H (-4.0398, -4.3170, 5.7974)
H (-3.8093, -5.7166, 4.7198)
H (-3.6789, -3.6040, 3.4681)
H (-1.9938, -3.4861, 2.9299)
H (-2.8197, -1.2906, 3.5378)
H (-1.5334, -1.7832, 4.6565)
H (-2.2219, -0.9619, 6.8667)
H (-2.2794, -2.7410, 6.8085)
H (-3.6737, -1.8228, 7.4185)
C (1.1238, -1.9282, -6.7595)
O (0.5859, -0.6880, -7.1795)
C (0.0516, 0.0953, -6.1328)
C (0.9958, 1.2042, -5.7202)
O (2.1956, 0.7040, -5.1473)
C (3.2896, 0.6954, -6.0518)
H (1.6559, -2.3515, -7.6089)
H (1.8202, -1.8048, -5.9257)
H (0.3281, -2.6194, -6.4627)
H (-0.1903, -0.5323, -5.2670)
H (-0.8786, 0.5451, -6.4930)
H (0.5016, 1.8298, -4.9689)
H (1.2228, 1.8343, -6.5857)
H (3.6538, 1.7117, -6.2341)
H (3.0157, 0.2387, -7.0045)
H (4.0855, 0.1116, -5.5927)

Cartesian forces (eV/Å) of the 2 atoms listed first:
0.0 -0.1 0.2
-0.5 0.3 0.0

Computed properties:
total charge: +1
HOMO level: -10.86 eV
energy: -1211.15368 a.u.

Atom-resolved charges from Mulliken, all expressed in e: -1.09 0.68 -0.49 -0.32 0.48 -0.51 -0.63 0.35 -0.80 -0.52 -0.07 -0.98 0.33 0.37 0.37 0.17 0.40 0.49 0.38 0.38 0.17 0.42 0.38 0.28 0.40 0.36 -0.71 -0.39 -0.61 -0.08 -0.42 -0.72 0.25 0.32 0.32 0.35 0.35 0.12 0.33 0.30 0.32 0.26 -0.70 -0.37 -0.50 -0.49 -0.28 -0.82 0.25 0.29 0.32 0.29 0.38 0.34 0.37 0.32 0.35 0.24



Record 2
C16H34O3OsP2S as an isolated structure at a distorted geometry. Source: the OMol25 dataset; level of theory: ωB97M-V with the def2-TZVPD basis set.

Cartesian coordinates (Å):
P (-0.1483, -2.0007, -1.9466)
P (0.1595, 1.7318, -1.9780)
C (-0.4305, -0.7476, -3.2606)
C (0.4607, 0.5029, -3.3636)
H (-1.5011, -0.4734, -3.1950)
H (-0.3069, -1.3302, -4.1899)
H (1.5371, 0.2459, -3.3858)
H (0.2134, 1.0366, -4.2974)
C (-1.1886, 2.6653, -2.8485)
H (-1.5496, 3.4567, -2.1728)
H (-2.0211, 1.9946, -3.1204)
H (-0.7684, 3.1232, -3.7545)
C (1.5412, 2.8975, -2.2992)
H (1.3136, 3.4778, -3.2049)
H (2.4897, 2.3581, -2.4206)
H (1.5977, 3.5760, -1.4389)
C (-1.2227, -3.3654, -2.4297)
H (-1.1964, -4.1352, -1.6508)
H (-0.8538, -3.7911, -3.3691)
H (-2.2535, -3.0252, -2.5713)
C (1.5137, -2.6261, -2.1905)
H (2.2466, -1.8317, -2.3677)
H (1.4833, -3.2753, -3.0716)
H (1.8216, -3.2277, -1.3229)
Os (0.2957, -0.3920, 2.3085)
C (0.7907, 1.6384, 1.3871)
C (-0.6116, 1.5361, 1.2465)
C (-1.5308, 0.9309, 0.2410)
C (-1.7558, -0.5939, 0.0170)
C (-0.5999, -1.5842, -0.3111)
C (0.7039, -1.2301, 0.4591)
C (1.6497, -0.2219, -0.1858)
C (1.9248, 1.0942, 0.5712)
C (1.4961, -1.3829, 3.4643)
H (1.1080, 2.3350, 2.1692)
H (-1.1555, 2.2381, 1.8837)
H (-1.4859, 1.4748, -0.7233)
H (-2.5350, 1.2391, 0.5845)
H (-2.2096, -0.9700, 0.9444)
H (-2.5157, -0.6861, -0.7698)
H (-0.9508, -2.5648, 0.0713)
H (1.2836, -2.1342, 0.7306)
H (1.2887, 0.0057, -1.2128)
H (2.6267, -0.7060, -0.3875)
H (2.7571, 0.9076, 1.2649)
H (2.2884, 1.8646, -0.1276)
H (1.9286, -0.6816, 4.2032)
H (2.3037, -1.8722, 2.8905)
H (0.9275, -2.1557, 4.0125)
C (-1.5890, 0.2483, 5.9717)
S (-1.1430, 1.0122, 4.4143)
O (-1.3214, -0.2578, 3.4399)
O (-2.1199, 2.0106, 4.0645)
O (0.2826, 1.3469, 4.4205)
H (-2.6351, -0.0855, 5.8793)
H (-1.5082, 0.9955, 6.7617)
H (-0.9260, -0.5959, 6.1669)

Cartesian forces (eV/Å) of the 2 atoms listed first:
-0.5 -0.1 -3.2
0.4 0.8 -2.2

Computed properties:
total charge: +2
HOMO level (spin up / spin down): -14.18 / -14.18 eV
<S²>: 6.02
energy: -2026.56659 a.u.
spin multiplicity: 5

Atom-resolved charges from Mulliken, all expressed in e: 0.85 0.77 -0.82 -1.26 0.45 0.64 0.38 0.60 -1.32 0.39 0.39 0.51 -1.61 0.45 0.44 0.45 -1.33 0.48 0.50 0.42 -1.50 0.39 0.48 0.43 1.05 -0.97 0.19 -0.64 -1.60 0.38 -1.28 0.80 -1.49 -1.07 0.46 0.99 -0.24 0.59 0.62 0.45 0.59 1.10 -1.55 0.53 0.49 0.63 0.35 0.41 0.40 -0.96 1.29 -0.60 -0.59 -0.58 0.37 0.39 0.32



Record 3
C16H34O3P2SSr as an isolated structure at a distorted geometry. Source: the OMol25 dataset; level of theory: ωB97M-V with the def2-TZVPD basis set.

Cartesian coordinates (Å):
P (-1.7866, 0.6154, 0.9801)
P (0.6462, -1.9275, 0.3465)
C (-0.4226, 0.7134, -0.2245)
C (0.1352, -0.6067, -0.8089)
H (0.4376, 1.3151, 0.1245)
H (-0.8699, 1.2861, -1.0515)
H (-0.4595, -0.9503, -1.6785)
H (1.0988, -0.3418, -1.2574)
C (2.2426, -1.2118, 0.9286)
H (2.6057, -1.8362, 1.7488)
H (2.1738, -0.1908, 1.3141)
H (3.0345, -1.2035, 0.1766)
C (1.1809, -3.4349, -0.5387)
H (2.0970, -3.3553, -1.1481)
H (0.3596, -3.8419, -1.1513)
H (1.3808, -4.1558, 0.2746)
C (-1.9728, 2.4394, 1.2646)
H (-2.7236, 2.5117, 2.0647)
H (-2.3121, 2.9311, 0.3270)
H (-1.0264, 2.8861, 1.6257)
C (-3.1639, 0.3163, -0.1820)
H (-3.0062, -0.6472, -0.6834)
H (-3.2387, 1.1577, -0.8925)
H (-4.0445, 0.2450, 0.4635)
Sr (-0.1732, -0.7914, 2.9287)
C (1.9427, 0.1061, -2.9851)
C (2.8231, 0.7108, -2.1555)
C (3.2392, 2.1299, -2.3246)
C (2.0611, 3.0936, -2.6347)
C (0.7200, 2.7282, -2.0429)
C (-0.2232, 2.1704, -2.8231)
C (0.0562, 1.5070, -4.1369)
C (1.4027, 0.7457, -4.2318)
C (-2.7813, -0.1657, 3.0393)
H (1.7062, -0.9666, -2.9188)
H (3.3870, 0.1696, -1.4002)
H (3.9459, 2.2444, -3.1812)
H (3.7742, 2.4581, -1.4075)
H (2.3558, 4.0995, -2.3031)
H (1.9500, 3.1778, -3.7258)
H (0.5051, 3.1593, -1.0490)
H (-1.3071, 2.2886, -2.6416)
H (0.0895, 2.2477, -4.9663)
H (-0.7966, 0.8268, -4.3622)
H (1.2471, -0.0639, -4.9580)
H (2.1806, 1.3919, -4.6624)
H (-2.8726, -1.2659, 2.8365)
H (-3.8246, 0.3240, 3.0599)
H (-2.2769, -0.0057, 4.0441)
C (-2.2026, -3.4275, 5.8107)
S (-0.7028, -2.9198, 4.9844)
O (-0.5897, -1.4365, 5.2403)
O (0.3898, -3.6877, 5.5322)
O (-0.8793, -3.0401, 3.4881)
H (-1.9528, -3.9624, 6.7512)
H (-2.8086, -4.0634, 5.1400)
H (-2.7509, -2.4965, 6.0326)

Cartesian forces (eV/Å) of the 2 atoms listed first:
2.1 -0.5 0.7
-0.8 0.1 0.6

Computed properties:
HOMO level: -4.73 eV
energy: -1967.20599 a.u.

Atom-resolved charges from Mulliken, all expressed in e: 0.87 0.31 0.45 1.64 0.47 -1.33 0.78 -2.41 -1.27 0.45 0.45 0.31 -1.29 0.36 0.39 0.38 -1.35 0.38 0.33 0.30 -1.41 0.29 0.40 0.43 1.37 -0.22 -0.19 -0.94 -0.94 -0.29 -0.33 -1.00 -0.96 -1.83 0.54 0.38 0.30 0.37 0.48 0.29 0.61 0.56 0.33 0.38 0.48 0.35 0.48 0.33 0.46 -0.93 1.36 -0.86 -0.62 -0.81 0.34 0.30 0.30



Record 4
C16H34OP2Sn as an isolated structure at a distorted geometry. Source: the OMol25 dataset; level of theory: ωB97M-V with the def2-TZVPD basis set.

Cartesian coordinates (Å):
P (-2.9988, 0.9595, -4.9092)
P (-3.0211, -2.6570, -3.0444)
C (-3.4594, -0.7384, -5.2575)
C (-4.0809, -1.6475, -4.1924)
H (-2.4520, -1.0745, -5.5890)
H (-4.0792, -0.7654, -6.1759)
H (-4.7561, -1.0504, -3.5579)
H (-4.6854, -2.4020, -4.7289)
C (-3.1834, -4.3651, -3.7415)
H (-2.7394, -5.1149, -3.0595)
H (-2.6559, -4.4852, -4.6968)
H (-4.2420, -4.6348, -3.9273)
C (-3.8710, -2.8204, -1.4524)
H (-4.6734, -3.5693, -1.5264)
H (-4.3289, -1.8766, -1.1210)
H (-3.1818, -3.1381, -0.6603)
C (-2.4228, 1.5665, -6.5203)
H (-1.7038, 2.3845, -6.3842)
H (-3.2596, 1.9328, -7.1256)
H (-1.8927, 0.7859, -7.0816)
C (-4.3972, 1.9424, -4.3500)
H (-5.1500, 1.3347, -3.8217)
H (-4.9054, 2.3990, -5.2222)
H (-4.0481, 2.7450, -3.6798)
Sn (-2.8878, -0.0331, 0.7057)
C (-1.1893, -2.2574, -3.5266)
C (-0.8077, -1.8808, -4.8770)
C (0.6135, -1.5295, -4.9485)
C (1.0284, -0.1122, -4.3877)
C (-0.0341, 0.8218, -4.7357)
C (-1.2891, 0.9940, -4.0595)
C (-1.5836, 0.1694, -2.7226)
C (-0.8626, -1.1388, -2.4672)
C (-1.5195, 1.7637, 0.5712)
H (-0.6533, -3.1844, -3.2382)
H (-1.2124, -2.4916, -5.6850)
H (0.9913, -1.5427, -5.9910)
H (1.1113, -2.3164, -4.3444)
H (1.1848, -0.1239, -3.2903)
H (2.0166, 0.1993, -4.7948)
H (0.2092, 1.5593, -5.4947)
H (-1.3540, 2.0919, -3.8141)
H (-2.6781, -0.0203, -2.6558)
H (-1.4364, 0.8873, -1.8820)
H (0.1986, -0.9342, -2.2767)
H (-1.2295, -1.4822, -1.4833)
H (-2.0061, 2.4662, 1.2984)
H (-1.4217, 2.2580, -0.4036)
H (-0.5332, 1.5158, 1.0064)
C (-0.6582, -0.7550, 2.8814)
O (-1.9427, -0.8109, 2.2946)
H (-0.0846, -1.6579, 2.6269)
H (-0.8415, -0.7750, 3.9753)
H (-0.0574, 0.1185, 2.5658)

Cartesian forces (eV/Å) of the 2 atoms listed first:
1.7 -0.1 -2.3
-0.2 -1.8 -3.5

Computed properties:
total charge: +2
HOMO level (spin up / spin down): -13.49 / -13.49 eV
energy: -1601.51135 a.u.

Atom-resolved charges from Mulliken, all expressed in e: 0.84 0.91 -0.60 -0.98 -0.14 0.71 0.41 0.68 -1.44 0.43 0.40 0.49 -1.17 0.44 0.25 0.44 -1.50 0.44 0.50 0.43 -1.12 0.40 0.42 0.41 0.83 0.44 -1.17 -1.01 -0.68 -1.07 0.32 0.34 -1.60 -1.44 0.87 0.50 0.42 0.31 0.21 0.50 0.45 0.86 0.35 -0.69 0.37 0.51 0.46 0.32 0.30 -0.47 -0.56 0.23 0.24 0.21



Record 5
C16H35AsHgN2O3Si3 as an isolated structure. Source: the OMol25 dataset; level of theory: ωB97M-V with the def2-TZVPD basis set.

Cartesian coordinates (Å):
Hg (1.4893, 1.6326, 2.7211)
C (-1.1406, 4.2427, -0.8353)
Si (-1.3230, 2.5750, -1.6772)
C (-3.0776, 1.9779, -1.3762)
C (-1.0928, 2.8235, -3.5328)
As (0.1897, 1.1466, -0.5976)
Si (2.1483, 1.4895, -1.8270)
C (2.1318, 0.8967, -3.6156)
C (3.5180, 0.6055, -0.9108)
C (2.5139, 3.3360, -1.8313)
Si (-0.4803, -0.9705, -1.3699)
C (-1.2315, -0.9587, -3.1019)
C (-1.7493, -1.5567, -0.1293)
C (0.9760, -2.1476, -1.4320)
H (-1.8293, 4.9770, -1.2637)
H (-0.1241, 4.6315, -0.9237)
H (-1.3647, 4.1329, 0.2280)
H (-3.7913, 2.7042, -1.7776)
H (-3.2518, 1.8779, -0.3040)
H (-3.2792, 1.0140, -1.8454)
H (-1.8619, 3.4977, -3.9220)
H (-1.1669, 1.8763, -4.0705)
H (-0.1181, 3.2632, -3.7564)
H (1.9865, -0.1842, -3.6693)
H (3.0873, 1.1293, -4.0964)
H (1.3358, 1.3730, -4.1904)
H (3.3254, -0.4675, -0.8602)
H (3.5691, 0.9562, 0.1220)
H (4.4861, 0.7713, -1.3935)
H (1.7728, 3.8958, -2.4065)
H (3.4974, 3.5293, -2.2693)
H (2.5135, 3.7247, -0.8105)
H (-2.1203, -0.3314, -3.1769)
H (-1.5151, -1.9777, -3.3844)
H (-0.5019, -0.5993, -3.8318)
H (-2.6043, -0.8766, -0.0988)
H (-1.3049, -1.5737, 0.8704)
H (-2.1144, -2.5594, -0.3710)
H (1.6277, -1.9379, -2.2842)
H (0.6083, -3.1735, -1.5353)
H (1.5529, -2.0697, -0.5094)
C (-0.4906, -4.8081, 4.7063)
N (0.1490, -3.8314, 3.8526)
C (1.2703, -4.1249, 3.1360)
C (1.8448, -3.2127, 2.3405)
C (1.2360, -1.8829, 2.2404)
O (1.7439, -1.0282, 1.4908)
N (0.1184, -1.6237, 2.9639)
C (-0.4388, -2.5470, 3.7639)
O (-1.4606, -2.3675, 4.4395)
H (0.0943, -5.7276, 4.6864)
H (-1.5061, -5.0147, 4.3670)
H (-0.5571, -4.4388, 5.7293)
H (1.6570, -5.1302, 3.2567)
H (2.7364, -3.4326, 1.7729)
C (-1.9013, 0.8802, 4.1346)
C (-1.5876, 1.5184, 2.8218)
O (-2.3287, 1.9473, 2.0064)
H (-2.9435, 1.0630, 4.4112)
H (-1.2152, 1.2596, 4.8905)
H (-1.7073, -0.1940, 4.0360)

Cartesian forces (eV/Å) of the 2 atoms listed first:
0.0 0.0 0.0
0.0 0.0 0.0

Computed properties:
total charge: -1
HOMO level (spin up / spin down): -3.91 / -4.57 eV
<S²>: 0.76
energy: -4223.74678 a.u.
spin multiplicity: 2

Atom-resolved charges from Mulliken, all expressed in e: 0.03 -1.12 0.39 -0.95 -1.10 0.37 0.15 -0.99 -0.92 -1.10 0.29 -1.07 -0.62 -0.71 0.34 0.29 0.25 0.39 0.21 0.24 0.39 0.28 0.25 0.25 0.39 0.25 0.21 0.17 0.43 0.25 0.37 0.29 0.23 0.39 0.24 0.28 -0.13 0.36 0.28 0.39 -0.09 -0.98 0.13 0.34 -1.24 0.20 -0.36 -0.09 0.42 -0.81 0.30 0.29 0.29 0.31 0.41 -0.71 0.47 -0.43 0.34 0.26 0.01



Record 6
C16H35Br10NO2 as an isolated structure at a distorted geometry. Source: the OMol25 dataset; level of theory: ωB97M-V with the def2-TZVPD basis set.

Cartesian coordinates (Å):
C (-1.0977, -0.3033, -2.8135)
O (-0.9011, 0.9387, -2.1566)
C (-2.0191, 1.2527, -1.2908)
C (-1.6762, 2.4093, -0.3476)
N (-0.4745, 2.0489, 0.3471)
C (0.0897, 3.2899, 0.9391)
C (1.3390, 2.9048, 1.7047)
O (2.3501, 2.1721, 0.9491)
C (3.1833, 2.7668, -0.0360)
H (-0.1680, -0.5154, -3.3415)
H (-1.8291, -0.2465, -3.6196)
H (-1.3627, -1.1305, -2.1550)
H (-2.2897, 0.4321, -0.6263)
H (-2.9498, 1.5165, -1.7930)
H (-2.5230, 2.6135, 0.3076)
H (-1.4631, 3.2438, -1.0157)
H (0.1217, 1.6603, -0.3695)
H (-0.5768, 3.8283, 1.6129)
H (0.3638, 3.9976, 0.1568)
H (1.1140, 2.1763, 2.4837)
H (1.7714, 3.7977, 2.1562)
H (3.3902, 1.8927, -0.6534)
H (4.0806, 3.3187, 0.2440)
H (2.7179, 3.4472, -0.7491)
Br (-2.8580, 2.7154, 2.1860)
C (-1.1977, 1.6376, 2.5932)
C (-1.4730, 0.2991, 3.2671)
Br (0.3213, -0.4689, 3.6324)
H (-0.4447, 2.2216, 3.1224)
H (-0.8622, 1.3751, 1.5899)
H (-1.8336, -0.3864, 2.5001)
H (-2.0885, 0.3914, 4.1619)
Br (-1.3908, -0.9228, 0.5472)
C (0.4565, -0.2541, 0.7588)
C (1.3274, -1.4039, 1.2275)
Br (3.2113, -0.9360, 1.1134)
H (0.5132, 0.6146, 1.4148)
H (0.7086, 0.0073, -0.2689)
H (1.1303, -2.2990, 0.6377)
H (1.0218, -1.5912, 2.2569)
Br (-4.2691, 1.2651, -0.5569)
C (-3.5385, -0.3072, 0.4526)
C (-4.5684, -0.8072, 1.5205)
Br (-3.5191, -2.1303, 2.4557)
H (-2.6149, -0.0284, 0.9598)
H (-3.3168, -0.9586, -0.3928)
H (-5.5018, -1.2579, 1.1833)
H (-4.9748, -0.1235, 2.2658)
Br (5.2868, -1.2210, -1.7761)
C (4.3132, -2.9561, -1.4690)
C (4.1989, -3.1051, -0.0199)
Br (2.7135, -4.4612, 0.4012)
H (4.7285, -3.7701, -2.0631)
H (3.3503, -2.6839, -1.9015)
H (4.0352, -2.1474, 0.4742)
H (5.1396, -3.4532, 0.4068)
Br (1.4766, -1.5905, -1.2332)
C (-0.0100, -2.6575, -2.1093)
C (-0.1244, -2.5000, -3.5640)
Br (1.6220, -2.8901, -4.4339)
H (-0.9895, -2.4166, -1.6963)
H (0.1187, -3.6819, -1.7599)
H (-0.3799, -1.4831, -3.8617)
H (-0.9095, -3.1465, -3.9564)

Cartesian forces (eV/Å) of the 2 atoms listed first:
-0.1 2.8 0.0
-0.7 -0.2 1.0

Computed properties:
HOMO level: -8.35 eV
energy: -26575.23173 a.u.

Atom-resolved charges from Mulliken, all expressed in e: -0.51 -0.55 -1.34 -0.23 0.15 -0.66 -0.58 -0.13 -0.82 0.24 0.34 -0.12 0.13 0.70 0.10 0.43 0.50 0.32 0.62 0.15 0.45 0.25 0.27 0.32 -0.18 0.75 0.75 -0.16 0.82 -2.12 -1.00 0.56 0.13 -0.77 -1.03 -0.04 -0.14 1.11 0.73 0.53 -0.24 0.29 -0.42 -0.13 -1.17 0.69 0.45 0.35 -0.20 0.22 -0.39 -0.18 0.44 -0.56 -0.02 0.44 0.30 -1.10 -0.46 -0.17 0.66 0.58 0.14 0.52